2 unconnected molecules or ions with the total composition CH3O3S3 at a distorted geometry. Source: OMol25; level of theory: ωB97M-V/def2-TZVPD.

Summary:
**Kohn-Sham gap**: 8.096 eV
**Relative energy (zero: lowest compared OMol25 entry of this formula, charge and spin)**: 9.1 kcal per mole
**Calculated total energy**: -1460.2370 Ha
**Charge**: -1
**2S+1**: 1
**Highest occupied orbital energy**: -0.168 Ha

XYZ file:
```
10
Properties=species:S:1:pos:R:3:lowdin_charge:R:1
C 0.02 0.09 2.29 -1.2957
O -1.28 0.10 -1.67 -0.2930
O 1.18 0.15 -1.16 -0.4183
O 0.14 -1.02 -3.21 -0.4467
S 1.16 1.10 1.63 0.4906
S -1.40 -0.49 1.64 0.4371
S 0.05 -0.87 -1.79 0.7774
H 0.16 -0.07 3.32 -0.0666
H 1.22 0.42 -0.16 -0.1098
H -1.24 0.58 -0.90 -0.0750
```

---

C20H26N4O4S in the gas phase. Source: OMol25; level of theory: ωB97M-V/def2-TZVPD.

Summary:
**Kohn-Sham gap**: 7.627 eV
**SMILES**: CCOc1cc(N2CCOCC2)c(OCC)cc1NC(=O)CSc1ncccn1
**Relative energy (zero: lowest compared OMol25 entry of this formula, charge and spin)**: 68.0 kcal per mole
**Calculated total energy**: -1695.8752 Ha
**Charge**: 0
**2S+1**: 1
**Highest occupied orbital energy**: -0.259 Ha

XYZ file:
```
55
Properties=species:S:1:pos:R:3:lowdin_charge:R:1
C 3.96 -0.39 2.73 -0.0575
C 2.86 0.35 1.99 -0.2546
O 2.31 -0.54 1.05 -0.0718
C 1.29 -0.12 0.24 -0.2034
C 0.74 1.15 0.23 0.0499
C -0.32 1.49 -0.62 -0.1471
N -0.81 2.79 -0.50 -0.0936
C 0.10 3.92 -0.61 -0.1359
C 0.01 4.54 -2.01 -0.1893
O -1.30 4.96 -2.30 -0.1333
C -2.19 3.86 -2.25 -0.1833
C -2.15 3.18 -0.87 -0.1314
C -0.84 0.50 -1.47 -0.1785
O -1.86 0.86 -2.32 -0.0970
C -2.57 -0.14 -3.03 -0.2348
C -3.45 -1.01 -2.13 -0.0539
C -0.29 -0.77 -1.46 0.0566
C 0.77 -1.09 -0.63 -0.1557
N 1.31 -2.39 -0.55 0.1196
C 0.58 -3.53 -0.62 -0.5662
O -0.48 -3.65 -1.17 0.0645
C 1.28 -4.74 0.00 -0.3483
S 2.25 -4.37 1.50 0.9894
C 1.13 -3.32 2.33 -0.6729
N 1.57 -2.74 3.44 0.0660
C 0.75 -1.89 4.02 -0.1323
C -0.51 -1.60 3.50 -0.0320
C -0.87 -2.29 2.36 -0.0921
N -0.06 -3.16 1.78 0.0863
H 4.75 -0.68 2.04 0.0799
H 3.55 -1.29 3.19 0.0513
H 4.39 0.24 3.51 0.0772
H 2.08 0.68 2.69 0.1218
H 3.27 1.23 1.48 0.1260
H 1.11 1.89 0.91 0.1101
H -0.18 4.67 0.14 0.1289
H 1.13 3.59 -0.42 0.1162
H 0.35 3.81 -2.75 0.1308
H 0.64 5.44 -2.07 0.1240
H -1.92 3.13 -3.02 0.1169
H -3.18 4.27 -2.45 0.1258
H -2.49 3.91 -0.12 0.1285
H -2.81 2.32 -0.85 0.1216
H -1.89 -0.76 -3.62 0.1196
H -3.20 0.43 -3.72 0.1246
H -2.84 -1.62 -1.47 0.0627
H -4.10 -0.38 -1.53 0.0782
H -4.05 -1.67 -2.75 0.0791
H -0.66 -1.54 -2.11 0.1041
H 2.16 -2.41 -0.01 0.0986
H 0.53 -5.49 0.24 0.0863
H 2.00 -5.16 -0.71 0.0853
H 1.12 -1.42 4.92 0.1142
H -1.16 -0.88 3.96 0.1000
H -1.83 -2.16 1.88 0.1209
```

---

2 unconnected molecules or ions with the total composition C6H15NO at a distorted geometry. Source: OMol25; level of theory: ωB97M-V/def2-TZVPD.

Summary:
**Kohn-Sham gap**: 10.517 eV
**SMILES**: CCC(N)=O.CCC
**Relative energy (zero: lowest compared OMol25 entry of this formula, charge and spin)**: 32.6 kcal per mole
**Calculated total energy**: -367.5793 Ha
**Charge**: 0
**2S+1**: 1
**Highest occupied orbital energy**: -0.356 Ha

XYZ file:
```
23
Properties=species:S:1:pos:R:3:lowdin_charge:R:1
C -1.58 -0.22 -0.90 -0.1085
C -1.84 0.42 0.45 -0.1511
C -0.99 -0.03 1.61 -0.5487
N -0.69 -1.37 1.74 0.1388
O -0.58 0.62 2.56 0.0233
H -2.09 0.27 -1.73 0.0849
H -1.91 -1.23 -0.98 0.0679
H -0.62 -0.09 -1.38 0.0081
H -1.96 1.51 0.52 0.1183
H -2.93 0.15 0.70 0.1435
H -0.04 -1.67 2.44 0.1048
H -1.01 -2.04 1.03 0.0978
C 1.27 1.43 -1.73 -0.1479
C 2.04 0.35 -1.05 -0.3285
C 2.10 -0.98 -1.83 -0.1062
H 0.89 2.21 -1.06 0.0700
H 0.32 1.10 -2.17 0.0438
H 1.91 2.00 -2.52 0.1074
H 3.05 0.57 -0.70 0.0984
H 1.45 0.25 -0.11 0.0943
H 2.86 -1.68 -1.49 0.0719
H 1.07 -1.28 -1.93 0.0542
H 2.50 -0.77 -2.82 0.0635
```

---

C16H24N2O4S in the gas phase. Source: OMol25; level of theory: ωB97M-V/def2-TZVPD.

Summary:
**Kohn-Sham gap**: 9.659 eV
**SMILES**: COc1ccc(S(=O)(=O)N[C@H](C)C(=O)N2CCCCCC2)cc1
**Relative energy (zero: lowest compared OMol25 entry of this formula, charge and spin)**: 13.1 kcal per mole
**Calculated total energy**: -1432.7482 Ha
**Charge**: 0
**2S+1**: 1
**Highest occupied orbital energy**: -0.333 Ha

XYZ file:
```
47
Properties=species:S:1:pos:R:3:lowdin_charge:R:1
C -6.82 -0.40 0.56 -0.0812
O -5.69 -1.14 0.16 -0.0752
C -4.55 -0.48 -0.16 -0.2680
C -3.48 -1.28 -0.57 0.0129
C -2.28 -0.71 -0.92 -0.0499
C -2.14 0.67 -0.88 -0.2862
S -0.59 1.45 -1.29 0.6734
O 0.34 0.43 -1.71 -0.2971
O -0.82 2.56 -2.16 -0.2739
N -0.18 2.05 0.22 -0.0863
C 0.50 1.07 1.04 -0.3433
C 0.26 1.37 2.52 -0.0182
C 2.00 1.15 0.73 -0.4301
O 2.47 2.24 0.43 0.0697
N 2.77 0.05 0.86 -0.0374
C 2.28 -1.29 1.10 -0.1482
C 1.98 -2.05 -0.19 -0.1718
C 3.18 -2.11 -1.14 -0.1871
C 3.48 -0.75 -1.78 -0.1890
C 4.44 0.14 -0.99 -0.1634
C 4.17 0.17 0.52 -0.1413
C -3.18 1.47 -0.48 -0.0478
C -4.40 0.91 -0.12 -0.0014
H -6.62 0.18 1.47 0.0966
H -7.15 0.28 -0.24 0.0975
H -7.60 -1.13 0.76 0.0945
H -3.62 -2.35 -0.60 0.1215
H -1.44 -1.31 -1.25 0.1101
H 0.41 2.88 0.12 0.1127
H 0.08 0.10 0.77 0.1200
H 0.69 2.34 2.76 0.0896
H -0.80 1.40 2.72 0.0823
H 0.73 0.62 3.14 0.0791
H 1.39 -1.26 1.73 0.1128
H 3.06 -1.82 1.66 0.1265
H 1.66 -3.06 0.07 0.1126
H 1.17 -1.55 -0.72 0.0842
H 2.94 -2.82 -1.93 0.1080
H 4.06 -2.48 -0.62 0.1125
H 2.53 -0.22 -1.93 0.0851
H 3.91 -0.90 -2.77 0.1094
H 4.35 1.16 -1.38 0.1082
H 5.47 -0.19 -1.14 0.1093
H 4.70 -0.64 1.02 0.1183
H 4.53 1.12 0.93 0.1238
H -3.04 2.54 -0.46 0.1200
H -5.21 1.55 0.18 0.1061
```

---

A molecular structure, C32H43AsMnN4OS at a distorted geometry. Source: OMol25; level of theory: ωB97M-V/def2-TZVPD.

Summary:
**Kohn-Sham gap (spin up / spin down)**: 6.154 / 6.809 eV
**<S²>**: 3.898
**Calculated total energy**: -5323.8548 Ha
**Charge**: +2
**2S+1**: 4
**Highest occupied orbital energy (spin up / spin down)**: -0.504 / -0.504 Ha

XYZ file:
```
83
Properties=species:S:1:pos:R:3:mulliken_spin:R:1
Mn 0.15 0.44 -0.62 3.2912
C 5.60 -1.50 -0.64 0.0003
C 5.33 -0.06 -0.21 -0.0045
N 4.44 0.00 0.93 0.0159
C 5.02 -0.10 2.26 0.0002
C 4.89 -1.49 2.87 0.0012
C 3.12 0.08 0.81 0.0249
S 2.46 0.35 -0.77 -0.1131
N 2.41 0.02 1.93 0.0172
C 1.10 0.03 2.09 -0.0155
O 0.24 0.04 1.14 0.0012
C 0.60 0.03 3.46 -0.0121
C 1.48 0.05 4.54 -0.0037
C 0.98 0.08 5.83 0.0006
C -0.39 0.09 6.04 0.0021
C -1.27 0.07 4.97 -0.0007
C -0.78 0.04 3.68 0.0117
H 6.23 -1.50 -1.52 0.0002
H 4.67 -2.01 -0.88 0.0003
H 6.11 -2.05 0.14 -0.0001
H 4.89 0.50 -1.04 0.0015
H 6.27 0.42 0.06 -0.0009
H 4.53 0.64 2.89 0.0009
H 6.08 0.16 2.17 -0.0001
H 3.84 -1.80 2.88 0.0003
H 5.26 -1.46 3.89 0.0001
H 5.47 -2.22 2.32 0.0000
H 2.54 0.03 4.36 0.0012
H 1.66 0.10 6.67 -0.0001
H -0.77 0.11 7.05 0.0000
H -2.33 0.07 5.15 -0.0001
H -1.45 0.03 2.83 -0.0060
N 0.32 1.71 -2.45 -0.0232
C 0.46 2.82 -1.55 -0.0039
C 0.81 4.12 -1.88 -0.0050
C 0.87 5.05 -0.84 0.0063
C 0.58 4.65 0.45 -0.0047
C 0.26 3.33 0.69 0.0017
N 0.20 2.44 -0.30 -0.0713
H -0.40 1.88 -3.16 0.0006
H 1.19 1.55 -2.99 0.0013
H 1.04 4.40 -2.90 -0.0006
H 1.13 6.08 -1.06 -0.0002
H 0.61 5.35 1.27 0.0001
H 0.04 2.96 1.68 0.0024
C -3.29 -0.99 0.22 0.0012
As -2.29 0.45 -0.63 -0.0357
C -3.28 1.98 0.10 -0.0173
C -2.91 0.18 -2.49 0.0035
C -3.96 1.14 -2.98 -0.0005
C -3.68 2.50 -3.09 -0.0010
C -4.61 3.37 -3.63 0.0006
C -5.84 2.89 -4.06 -0.0013
C -6.13 1.54 -3.93 0.0005
C -5.19 0.67 -3.41 -0.0013
H -4.35 -0.87 -0.03 -0.0027
H -3.19 -0.97 1.31 0.0003
H -2.93 -1.95 -0.14 0.0010
H -4.32 1.90 -0.24 -0.0042
H -2.88 2.94 -0.22 0.0001
H -3.26 1.92 1.19 0.0016
H -3.28 -0.85 -2.53 -0.0014
H -2.02 0.22 -3.14 0.0012
H -2.71 2.87 -2.74 -0.0006
H -4.38 4.42 -3.73 0.0000
H -6.57 3.56 -4.48 0.0000
H -7.09 1.16 -4.26 0.0000
H -5.41 -0.39 -3.35 0.0000
C -1.15 -4.69 -2.07 0.0116
C -0.16 -4.02 -1.11 0.0066
C 1.27 -4.46 -1.44 0.0150
C -0.49 -4.39 0.35 0.0112
C -0.21 -2.58 -1.19 0.0532
C -0.13 -1.35 -1.15 -0.1502
H -1.05 -5.77 -2.00 0.0015
H -0.96 -4.39 -3.10 -0.0024
H -2.18 -4.42 -1.82 -0.0018
H 1.37 -5.54 -1.30 0.0010
H 1.98 -3.97 -0.78 -0.0014
H 1.52 -4.21 -2.47 -0.0027
H -0.32 -5.45 0.50 0.0007
H -1.53 -4.18 0.57 -0.0006
H 0.14 -3.83 1.03 -0.0033
```

---

CH3O3P in the gas phase at a distorted geometry. Source: OMol25; level of theory: ωB97M-V/def2-TZVPD.

Summary:
**Kohn-Sham gap**: 10.308 eV
**Relative energy (zero: lowest compared OMol25 entry of this formula, charge and spin)**: 26.1 kcal per mole
**Calculated total energy**: -606.9836 Ha
**Charge**: 0
**2S+1**: 1
**Highest occupied orbital energy**: -0.352 Ha

XYZ file:
```
8
Properties=species:S:1:pos:R:3:lowdin_charge:R:1
C 1.16 -0.37 -0.04 -0.3876
O 0.21 -0.39 -1.05 -0.2543
O 0.25 -0.27 1.05 -0.2839
O -1.71 0.99 -0.04 -0.2832
P -1.06 -0.52 -0.01 0.8722
H 1.93 -1.13 0.15 0.1140
H 1.90 0.45 0.06 0.1240
H -2.68 1.24 -0.12 0.0989
```

---

11 unconnected molecules or ions with the total composition C5H30NO11 at a distorted geometry. Source: OMol25; level of theory: ωB97M-V/def2-TZVPD.

Summary:
**Kohn-Sham gap**: 6.981 eV
**Relative energy (zero: lowest compared OMol25 entry of this formula, charge and spin)**: 40.2 kcal per mole
**Calculated total energy**: -1090.9339 Ha
**Charge**: -1
**2S+1**: 1
**Highest occupied orbital energy**: -0.152 Ha

XYZ file:
```
47
Properties=species:S:1:pos:R:3:lowdin_charge:R:1
C 2.59 1.39 -1.41 -0.2932
O 1.61 1.91 -2.26 -0.1266
C 2.16 1.45 0.04 -0.1574
C 1.32 0.18 0.45 -0.1358
C -0.16 0.30 -0.09 -0.4713
C -1.14 0.34 0.94 -0.0852
N -0.45 0.41 -1.37 0.0058
H 3.48 2.06 -1.54 0.1160
H 2.97 0.38 -1.61 0.1119
H 1.42 2.23 0.26 0.0970
H 3.05 1.46 0.70 0.1173
H 1.75 -0.73 0.05 0.0679
H 1.21 0.20 1.55 0.0967
H -2.17 0.34 0.57 0.0452
H -0.98 0.18 1.99 0.0403
H 0.85 1.27 -2.35 0.0423
H -1.41 0.68 -1.52 0.0015
H -2.00 -1.96 -1.87 0.0433
H -2.79 -0.75 -1.52 0.0270
O -2.91 -1.70 -1.64 -0.0499
H -2.68 -2.50 -0.03 0.0098
H -2.27 -1.62 1.15 0.0091
O -2.49 -2.55 0.94 -0.0931
H -0.60 2.18 1.25 -0.0272
H -1.55 3.06 2.00 0.0166
O -0.63 3.05 1.73 -0.1198
H -2.31 2.14 -1.79 -0.0175
H -3.51 2.44 -0.95 0.0358
O -3.27 1.99 -1.76 -0.0823
H 0.69 0.19 4.24 0.0378
H 0.87 -1.14 3.46 -0.0213
O 1.32 -0.50 4.04 -0.0642
H 0.55 -1.72 -3.96 0.0275
H 0.25 -0.74 -2.73 -0.0190
O 0.76 -1.52 -3.04 -0.0903
H -0.59 -2.56 0.16 0.0135
H 0.60 -2.06 -0.72 0.0206
O 0.37 -2.42 0.15 -0.0727
H -0.40 3.39 -2.61 0.0677
H 0.00 3.08 -1.30 0.0245
O -0.84 3.31 -1.73 -0.0784
H -0.97 -2.90 2.26 0.0183
H 0.42 -2.64 2.18 0.0223
O -0.28 -2.54 2.85 -0.0758
H 3.03 -1.97 1.01 0.0130
H 2.69 -1.69 2.48 0.0018
O 3.26 -2.21 1.91 -0.0494
```

---

A molecular structure, C31H28AsCl2HfN7O8STe at a distorted geometry. Source: OMol25; level of theory: ωB97M-V/def2-TZVPD.

Summary:
**Kohn-Sham gap**: 5.177 eV
**Relative energy (zero: lowest compared OMol25 entry of this formula, charge and spin)**: 0.7 kcal per mole
**Calculated total energy**: -6054.1167 Ha
**Charge**: -2
**2S+1**: 1
**Highest occupied orbital energy**: -0.039 Ha

XYZ file:
```
80
Properties=species:S:1:pos:R:3:lowdin_charge:R:1
Hf -0.78 -0.47 0.38 1.2600
Cl 4.78 -1.35 4.48 0.5984
C 3.84 -1.29 3.01 -0.6938
C 2.47 -1.56 3.08 -0.0617
C 1.69 -1.49 1.94 -0.2164
N 0.31 -1.74 1.87 -0.0276
C -0.21 -2.78 2.55 -0.4607
O 0.26 -3.42 3.49 0.0235
C -1.51 -3.22 1.93 -0.1847
C -2.20 -4.31 2.43 -0.0048
C -3.34 -4.73 1.77 -0.0688
C -3.76 -4.03 0.65 -0.0577
C -3.04 -2.92 0.24 -0.1773
N -1.92 -2.53 0.86 -0.0270
C 2.27 -1.16 0.69 -0.2261
C 3.65 -0.93 0.63 -0.0542
C 4.41 -0.99 1.79 -0.6841
Cl 6.12 -0.62 1.67 0.6012
N 1.37 -1.16 -0.38 -0.0030
C 1.84 -1.43 -1.62 -0.4509
O 2.93 -1.13 -2.10 0.0351
C 0.92 -2.30 -2.46 -0.2241
C 0.74 -2.02 -3.80 -0.0340
C -0.11 -2.83 -4.54 -0.0818
C -0.70 -3.92 -3.91 -0.0854
C -0.43 -4.13 -2.56 -0.1663
N 0.36 -3.34 -1.84 0.1218
H 2.02 -1.84 4.02 0.1050
H -1.81 -4.80 3.31 0.1096
H -3.91 -5.59 2.13 0.0963
H -4.66 -4.31 0.11 0.0981
H -3.35 -2.29 -0.57 0.0646
H 4.11 -0.68 -0.31 0.0910
H 1.21 -1.15 -4.23 0.1170
H -0.33 -2.60 -5.57 0.1033
H -1.38 -4.57 -4.44 0.0877
H -0.87 -4.97 -2.04 0.0947
O -3.65 -1.06 -3.10 -0.2666
As -2.16 -0.12 -2.81 0.9261
O -1.31 0.00 -4.20 -0.4390
O -1.54 -1.03 -1.53 -0.6026
C -2.96 1.62 -2.43 -0.2403
C -4.29 1.77 -2.83 -0.0923
C -4.91 3.00 -2.78 -0.0899
C -4.22 4.12 -2.33 -0.0869
C -2.90 3.98 -1.93 -0.0637
C -2.28 2.74 -1.98 -0.2731
S -0.61 2.69 -1.36 0.4636
O 0.25 3.25 -2.37 -0.3058
O -0.65 3.42 -0.10 -0.3187
O -0.36 1.23 -1.22 -0.5124
H -3.53 -1.89 -2.63 0.0106
H -4.84 0.90 -3.17 0.0914
H -5.95 3.09 -3.08 0.0931
H -4.70 5.08 -2.28 0.0934
H -2.35 4.82 -1.53 0.1116
C 3.92 3.12 0.48 -0.1544
C 3.05 2.54 -0.62 -0.1608
N 2.04 1.69 -0.02 0.0875
C 1.47 1.84 1.18 -0.3534
N 0.43 1.11 1.52 -0.0568
C -0.12 1.31 2.87 -0.2870
C 0.92 1.74 3.88 -0.1561
C 1.58 2.99 3.37 -0.1684
N 2.07 2.75 2.03 -0.0259
C 3.01 3.74 1.52 -0.1575
H 4.59 3.88 0.07 0.1106
H 4.52 2.33 0.94 0.1091
H 3.64 1.92 -1.30 0.1242
H 2.58 3.33 -1.21 0.1103
H 1.53 1.11 -0.66 0.0847
H -0.60 0.38 3.18 0.0556
H -0.93 2.05 2.81 0.0692
H 1.67 0.95 4.02 0.1060
H 0.44 1.93 4.84 0.1135
H 2.43 3.28 3.99 0.1134
H 0.86 3.83 3.37 0.1289
H 3.59 4.10 2.37 0.1122
H 2.47 4.59 1.09 0.1307
Te -3.20 0.49 1.30 -0.0516
```